DFT (the ωB97M-V functional and the def2-TZVPD basis) results for C32H46BrN3P2PtS as an isolated structure in a non-equilibrium geometry.

Structure (ORCA input):
```
! wB97M-V def2-TZVPD RIJCOSX def2/J DEFGRID3
* xyz 4 5
N -6.19496 4.31173 -4.72726
C -6.08013 4.69433 -3.45446
C -5.27832 3.99218 -2.54598
C -4.54915 2.86088 -2.98373
C -4.69760 2.48056 -4.33423
C -5.55048 3.22692 -5.15400
C -3.66102 2.18256 -2.05235
Pt 0.05426 -0.52544 0.73412
P 4.15667 -0.86838 0.35206
C -2.58262 1.41688 -2.36729
C -1.43576 1.42563 -1.51320
C -0.13615 1.32079 -2.06448
C 0.96235 1.39902 -1.23068
C 0.69481 1.33374 0.17317
C -0.50295 1.96332 0.63419
C -1.62487 1.73051 -0.14869
Br 0.74453 -2.35951 2.62704
H -3.83407 2.48629 -1.02344
H -2.46634 1.04243 -3.38267
H -5.20736 4.33865 -1.51529
H -4.18899 1.62041 -4.74822
H -6.62453 5.58759 -3.12880
H -5.71548 2.95233 -6.19627
H -0.03330 1.29923 -3.15346
H -2.62638 1.83580 0.26214
H 1.95703 1.48914 -1.66688
H -0.57765 2.62965 1.49174
P -0.38259 -2.39288 -0.37345
C 3.46345 0.73165 0.73514
C 4.46678 1.86876 0.49852
H 3.12933 0.64920 1.78062
H 2.53756 0.83654 0.15560
H 4.07709 2.83920 0.83187
H 5.37886 1.64296 1.06054
H 4.72832 1.95289 -0.56340
C 4.01524 -1.42215 -1.33986
C 5.36838 -2.03334 -1.74618
H 3.75434 -0.53576 -1.93668
H 3.16296 -2.11247 -1.41127
H 5.37264 -2.30661 -2.80139
H 6.15596 -1.28438 -1.58502
H 5.61220 -2.91713 -1.14127
C 3.78602 -2.19350 1.48310
C 4.80552 -2.22753 2.63883
H 3.74296 -3.14322 0.91777
H 2.75091 -1.95582 1.82520
H 4.48073 -2.91149 3.43451
H 5.77217 -2.58416 2.25601
H 4.94012 -1.22125 3.05652
C -0.24153 -4.18309 0.12815
C -1.52948 -4.87710 0.57533
H 0.48673 -4.17096 0.95456
H 0.23481 -4.71221 -0.71612
H -1.99596 -4.36148 1.42983
H -2.26441 -4.94501 -0.24414
H -1.28942 -5.90199 0.90006
C 0.66903 -2.40437 -1.86694
C -0.03179 -2.95293 -3.10113
H 1.52444 -3.04001 -1.58586
H 1.04539 -1.38116 -2.02387
H -0.41935 -3.96547 -2.92425
H -0.87093 -2.31287 -3.40888
H 0.68490 -2.99013 -3.93245
C -2.15470 -2.05996 -0.80011
C -2.93863 -1.55776 0.42846
H -2.59230 -2.98515 -1.20548
H -2.17841 -1.31196 -1.61110
H -3.74615 -0.86677 0.14645
H -3.36871 -2.40337 0.98977
H -2.30437 -0.99232 1.14759
N -2.09718 -1.14343 3.52325
C -1.32778 -0.01771 3.60828
N -0.31590 0.36201 2.84524
C 0.29753 1.50279 3.37232
C 1.29882 2.29493 2.79691
C 1.51550 3.60137 3.23119
C 0.71115 4.16974 4.22846
C -0.29795 3.41041 4.82149
C -0.49203 2.09924 4.40195
S -1.82374 1.08300 4.87242
H -2.69495 -1.25557 4.34926
H -1.64575 -1.99432 3.19268
H 1.79285 1.93696 1.89215
H 2.32425 4.17712 2.78317
H 0.86537 5.20366 4.54142
H -0.94982 3.79909 5.60117
*
```

Summary:
Expectation value of S²   6.296
HOMO level (spin up / spin down)   -17.891 / -18.262 eV
ΔE to the lowest compared entry with this formula, charge and spin   469.7 kJ/mol
LUMO energy (spin up / spin down)   -14.440 / -15.221 eV
Orbital gap (spin up / spin down)   3.451 / 3.041 eV

Atom charges from the Mulliken analysis, given in e for atoms 1 to 5: number 1, N, carries -0.4158; number 2, C, carries -0.3524; number 3, C, carries -0.4981; number 4, C, carries 0.5419; number 5, C, carries -0.3706